No. 1
86
Properties=species:S:1:pos:R:3:forces:R:3 method="wB97M-V/def2-TZVPD" multiplicity=1 energy_ev=-74217.198 homo_lumo_gap_ev=7.48 total_charge=+1 relative_energy_kcal_mol=0.0 lumo_energy_ev=-3.6
C 3.795 0.501 3.040 -0.02 0.08 -0.08
C 2.717 0.388 1.963 -0.12 -0.29 0.64
O 2.900 -0.771 1.146 -0.15 0.16 -0.13
C 1.340 0.276 2.611 0.23 0.36 0.06
N 0.326 0.475 1.558 -0.11 -0.11 0.13
C -1.013 0.298 1.913 0.23 0.01 0.17
N -1.783 1.410 2.161 -0.09 -0.13 0.11
C -1.061 2.383 3.000 0.16 0.23 0.20
C -1.879 3.650 3.235 -0.07 0.17 -0.16
O -1.618 4.718 2.811 0.10 -0.14 0.18
I -3.592 3.359 4.507 -0.13 -0.09 -0.04
P -2.430 2.270 0.645 0.08 0.20 -0.30
O -1.797 1.375 -0.530 0.31 -0.11 0.22
O -3.954 1.776 0.535 0.02 -0.02 0.30
N -1.537 -0.900 1.973 -0.16 0.07 -0.43
C -0.814 -2.142 1.636 0.09 -0.40 -0.25
B -0.603 -3.071 2.952 -0.03 -0.07 0.17
O 0.625 -3.128 3.567 -0.29 -0.44 -0.18
O -1.687 -3.724 3.456 0.65 0.07 -0.19
C -2.928 -1.147 2.431 -0.07 -0.33 0.36
C -3.159 -0.781 3.886 -0.23 0.27 -0.02
F -3.789 -0.490 1.601 -0.12 0.05 -0.14
H 4.014 1.545 3.263 -0.01 -0.02 0.03
H 4.716 0.027 2.702 0.00 0.09 -0.03
H 3.482 0.021 3.971 0.03 -0.07 -0.04
H 2.715 1.261 1.310 0.15 -0.16 -0.21
H 3.121 -1.498 1.738 0.14 -0.04 -0.07
H 1.232 1.037 3.388 -0.06 0.05 -0.13
H 1.273 -0.698 3.109 -0.11 -0.04 -0.06
H 0.561 -0.090 0.746 0.12 -0.02 0.05
H -0.099 2.708 2.593 -0.12 -0.06 -0.19
H -0.903 1.934 3.983 0.02 0.02 -0.02
H -1.969 0.423 -0.491 -0.37 0.01 -0.35
H -4.404 1.720 1.390 -0.15 0.07 -0.08
H -1.454 -2.691 0.938 0.02 0.08 -0.03
H 0.121 -1.944 1.118 -0.01 0.22 0.09
H 1.337 -3.376 2.970 0.21 0.38 0.08
H -1.875 -4.557 2.966 -0.82 -0.03 0.22
H -3.106 -2.207 2.270 0.16 -0.03 0.03
H -3.770 0.121 3.937 0.11 0.02 -0.01
H -2.229 -0.588 4.419 0.01 -0.10 0.01
H -3.699 -1.582 4.386 0.10 -0.04 0.00
N -3.712 -2.558 -3.256 0.02 -0.02 0.06
C -2.524 -2.196 -3.737 0.01 -0.02 0.02
C -2.095 -0.878 -3.815 -0.01 -0.03 0.04
C -2.952 0.118 -3.373 0.03 0.06 0.03
C -4.194 -0.242 -2.873 0.02 0.00 0.03
C -4.524 -1.589 -2.838 0.01 -0.02 0.02
H -1.885 -3.004 -4.076 0.01 0.01 -0.02
H -1.116 -0.644 -4.208 -0.01 0.00 -0.03
H -2.654 1.158 -3.411 0.00 0.00 -0.03
H -4.893 0.503 -2.516 -0.01 0.00 -0.01
H -5.487 -1.910 -2.455 -0.02 0.03 -0.01
N -3.436 -5.624 2.165 0.15 0.19 0.00
C -4.126 -6.585 2.778 0.09 -0.05 0.06
C -5.459 -6.855 2.509 0.00 0.00 -0.03
C -6.111 -6.091 1.557 0.00 0.00 0.00
C -5.405 -5.089 0.908 -0.02 -0.01 0.01
C -4.078 -4.899 1.248 0.04 0.01 0.00
H -3.584 -7.164 3.515 -0.02 0.00 0.01
H -5.969 -7.648 3.037 0.01 0.00 0.01
H -7.151 -6.274 1.320 0.00 0.00 0.00
H -5.871 -4.470 0.154 0.02 0.00 -0.02
H -3.495 -4.127 0.753 -0.03 -0.01 -0.04
N 3.735 0.820 -2.973 0.00 0.02 0.04
C 3.939 0.470 -1.704 -0.05 0.01 -0.06
C 5.009 0.918 -0.946 0.00 0.03 -0.01
C 5.924 1.776 -1.538 0.01 0.01 0.00
C 5.727 2.146 -2.858 0.01 0.01 0.02
C 4.621 1.644 -3.531 -0.08 -0.04 -0.06
H 3.208 -0.206 -1.276 0.04 -0.01 0.05
H 5.123 0.595 0.081 0.00 -0.03 -0.01
H 6.776 2.146 -0.982 0.00 0.00 0.00
H 6.412 2.811 -3.365 -0.02 0.01 -0.02
H 4.439 1.922 -4.562 0.04 0.03 0.00
N 4.904 4.187 -5.768 0.03 0.01 0.03
C 6.001 4.702 -6.320 -0.01 -0.04 -0.02
C 6.419 6.010 -6.121 -0.01 0.01 0.01
C 5.656 6.829 -5.306 0.00 0.01 0.00
C 4.511 6.308 -4.725 0.01 0.00 -0.01
C 4.182 4.987 -4.986 -0.01 -0.03 0.00
H 6.571 4.033 -6.955 0.02 0.02 0.00
H 7.321 6.373 -6.595 0.00 -0.01 -0.01
H 5.948 7.856 -5.126 0.00 0.00 0.00
H 3.883 6.911 -4.083 -0.01 0.00 0.00
H 3.294 4.543 -4.547 0.00 0.02 0.01

=====

No. 2
113
Properties=species:S:1:pos:R:3:forces:R:3 method="wB97M-V/def2-TZVPD" multiplicity=1 energy_ev=-2788638.646 homo_lumo_gap_ev=7.41 lumo_energy_ev=-1.2
C 1.020 -2.577 0.187 0.12 0.72 0.25
C 1.122 -1.025 0.483 -0.32 -0.21 1.05
C 0.341 -0.639 1.814 -0.63 0.82 -1.67
C -0.439 0.708 1.518 -0.07 -0.27 1.12
C -1.230 1.199 2.806 0.18 -0.20 -0.53
C -2.687 1.721 2.443 0.77 0.29 0.98
C -2.797 3.269 2.756 0.36 -0.43 -0.89
C -3.750 4.024 1.773 -0.16 0.33 1.02
C -5.282 3.897 2.160 0.52 -0.13 -1.13
C -5.920 2.607 1.492 0.40 1.01 1.09
C -7.506 2.599 1.586 1.65 0.32 -1.38
C -8.028 2.097 0.196 -1.52 -0.28 0.23
C -8.439 0.617 0.103 -0.72 -0.53 0.14
C -8.163 -0.517 0.824 -1.24 2.41 -1.00
P -7.081 -0.617 2.334 -0.96 -3.15 0.80
S -7.171 -2.456 3.018 0.23 0.43 -0.06
C -8.920 -1.661 0.079 0.42 1.63 0.52
O -8.914 -2.797 0.307 -0.13 -2.19 0.44
O -9.642 -1.168 -1.018 0.83 1.45 0.81
C -9.362 0.197 -1.097 1.28 -0.92 2.46
O -9.740 0.905 -1.936 -0.93 1.14 -1.69
H 0.498 -2.709 -0.787 0.63 -0.25 0.55
H 2.043 -3.023 0.204 -0.94 0.11 -0.34
H 0.410 -3.101 0.966 0.51 0.47 -0.57
H 0.696 -0.415 -0.353 0.43 -0.76 0.88
H 2.180 -0.686 0.612 -0.69 -0.40 -0.26
H -0.456 -1.400 2.007 0.80 0.45 0.13
H 1.022 -0.539 2.686 -0.51 -0.11 -0.45
H -1.216 0.513 0.733 0.87 0.03 0.41
H 0.273 1.485 1.132 -0.67 -0.58 0.32
H -0.645 1.996 3.336 -0.54 -0.59 -0.44
H -1.267 0.338 3.524 -0.16 0.67 -0.62
H -3.395 1.113 3.059 0.20 0.59 -0.59
H -2.904 1.549 1.359 0.16 0.07 0.86
H -1.762 3.684 2.615 -0.88 -0.29 0.10
H -3.053 3.458 3.829 0.03 -0.15 -0.85
H -3.430 5.101 1.783 -0.53 -0.83 0.01
H -3.604 3.673 0.724 -0.03 0.13 0.73
H -5.771 4.801 1.707 0.08 -0.76 0.68
H -5.403 3.879 3.271 0.00 0.18 -0.86
H -5.444 1.739 2.002 -0.40 0.46 -0.60
H -5.575 2.640 0.424 -0.47 -0.30 0.90
H -7.797 3.673 1.681 -0.03 -0.91 0.08
H -7.890 2.025 2.455 0.14 0.51 -0.70
H -8.952 2.693 -0.041 0.66 -0.74 -0.01
H -7.328 2.323 -0.652 -0.47 -0.23 0.85
H -7.642 0.189 3.377 0.51 0.41 -1.03
H -5.722 -0.321 2.054 -0.68 0.74 -0.29
C 1.426 1.104 7.390 0.02 -0.04 0.03
Br 2.834 1.672 6.192 -0.23 -0.09 0.10
Br 0.014 2.419 7.515 0.16 -0.17 -0.07
Br 0.738 -0.645 6.928 0.07 0.25 -0.04
H 1.868 1.019 8.375 -0.06 0.02 -0.10
C 1.710 -0.627 -3.794 0.04 0.01 -0.10
Br 2.742 -1.995 -2.891 -0.17 0.27 -0.11
Br 0.126 -0.112 -2.806 0.13 -0.07 -0.42
Br 2.800 0.905 -4.243 -0.10 -0.16 0.15
H 1.367 -1.060 -4.726 0.04 0.04 0.11
C -4.866 -1.197 -2.119 0.02 -0.26 -0.37
Br -3.843 -2.516 -1.148 -0.19 0.27 -0.04
Br -6.494 -0.711 -1.172 2.15 -0.28 -0.85
Br -3.795 0.351 -2.563 -0.22 -0.07 0.10
H -5.169 -1.654 -3.056 0.09 0.09 0.06
C 3.367 -6.905 0.010 -0.03 -0.08 0.01
Br 3.353 -8.467 -1.130 -0.07 0.19 0.12
Br 3.619 -5.284 -1.015 -0.02 -0.22 0.09
Br 1.797 -6.806 1.133 0.20 -0.11 -0.35
H 4.219 -7.004 0.672 -0.07 0.05 -0.10
C 0.436 -5.129 5.096 0.07 0.06 0.03
Br 1.798 -4.546 3.856 -0.21 0.08 0.29
Br -1.003 -3.845 5.219 0.13 -0.15 -0.05
Br -0.205 -6.903 4.669 0.05 0.24 0.00
H 0.893 -5.184 6.077 -0.04 -0.01 -0.11
C -6.905 2.053 -4.644 0.00 0.04 0.06
Br -5.521 2.706 -5.825 -0.18 -0.10 0.14
Br -8.466 3.192 -4.666 0.20 -0.17 -0.02
Br -7.355 0.210 -5.017 0.05 0.19 0.05
H -6.503 2.083 -3.637 -0.01 -0.04 -0.11
C 5.751 3.760 -2.251 -0.01 -0.02 -0.01
Br 6.773 2.309 -1.483 -0.22 0.14 -0.09
Br 5.532 3.550 -4.160 0.01 0.00 0.21
Br 4.055 3.996 -1.355 0.22 -0.07 -0.13
H 6.322 4.668 -2.094 -0.06 -0.10 -0.04
C 8.677 7.016 -1.921 0.15 0.09 -0.07
Br 7.525 7.088 -3.473 0.08 -0.08 0.20
Br 7.742 6.344 -0.365 0.10 0.04 -0.18
Br 10.293 6.015 -2.270 -0.46 0.13 0.11
H 8.973 8.034 -1.697 -0.08 -0.10 -0.01
C 12.295 2.123 -1.548 -0.11 -0.09 -0.01
Br 13.118 1.396 0.042 -0.10 0.13 -0.22
Br 10.369 1.972 -1.499 0.25 0.09 0.03
Br 12.856 3.942 -1.881 0.17 -0.29 0.09
H 12.641 1.524 -2.385 -0.06 0.13 0.14
C 15.703 5.401 1.376 0.00 -0.01 0.00
Br 15.189 3.901 2.481 0.04 0.20 -0.15
Br 16.374 4.829 -0.345 -0.08 0.05 0.22
Br 14.268 6.684 1.193 0.14 -0.20 -0.01
H 16.517 5.905 1.883 -0.09 -0.05 -0.06
C 11.920 -1.113 -4.489 -0.12 -0.04 -0.04
Br 13.625 -0.385 -3.933 -0.14 -0.13 -0.08
Br 11.108 -2.181 -3.098 0.12 0.20 -0.14
Br 10.725 0.267 -5.126 0.18 -0.15 0.13
H 12.115 -1.774 -5.324 0.01 0.08 0.10
C -10.437 -5.208 -2.268 0.03 0.04 0.11
Br -9.857 -4.060 -3.711 -0.07 -0.14 0.14
Br -12.268 -5.784 -2.501 0.24 0.05 -0.01
Br -9.239 -6.705 -2.017 -0.17 0.18 -0.07
H -10.401 -4.617 -1.358 0.04 -0.05 -0.10
C 0.244 -10.263 -3.828 -0.04 0.05 0.01
Br -0.969 -10.615 -2.365 0.19 0.07 -0.16
Br 0.477 -8.367 -4.127 -0.01 -0.24 0.07
Br 1.938 -11.165 -3.587 -0.17 0.12 0.00
H -0.209 -10.673 -4.723 0.06 0.03 0.10

=====

No. 3
84
Properties=species:S:1:pos:R:3:forces:R:3 method="wB97M-V/def2-TZVPD" multiplicity=1 energy_ev=-138987.929 homo_lumo_gap_ev=7.78 lumo_energy_ev=-0.4
C -2.540 -0.334 3.952 0.44 0.62 -0.63
C -1.320 0.619 4.432 -0.65 -0.18 0.69
C -1.221 2.007 3.636 0.02 -0.38 -0.64
C -0.638 1.821 2.123 0.30 1.21 1.47
C 0.973 1.715 2.242 0.40 -0.36 -1.17
C 1.528 0.541 1.294 1.08 -2.72 -0.72
C 1.432 -0.921 1.873 1.49 0.57 -4.10
C 1.945 -2.106 0.972 0.20 1.99 -0.97
C 2.561 -1.924 -0.438 -0.73 3.86 2.07
C 2.658 -0.445 -0.970 -1.32 0.23 1.85
C 3.303 -0.145 -2.400 -0.27 -0.06 0.57
C 2.142 0.785 -0.132 -0.83 -2.98 1.54
C 2.247 2.297 -0.671 1.62 -0.34 -0.12
C 3.521 3.036 0.025 -0.47 0.49 -0.09
F 1.031 3.060 -0.471 1.59 -1.19 -0.10
N 3.088 -2.985 -1.314 -4.11 0.09 0.93
F 4.448 -3.155 -1.189 1.09 -0.35 0.63
C 2.344 -4.250 -1.210 -1.18 -3.89 -0.58
C 2.226 -5.130 -2.515 -1.66 -1.63 2.55
Br 3.009 -4.496 -4.213 -0.72 -0.53 1.69
C 1.502 -6.512 -2.539 0.14 1.35 3.02
C 0.855 -7.119 -1.242 2.33 4.60 0.04
C 0.952 -6.232 0.037 0.80 0.77 -1.91
O 0.368 -6.641 1.296 -0.17 0.71 -2.58
C 1.688 -4.839 0.064 0.22 -0.95 -2.78
S 1.795 -3.846 1.643 -0.22 0.55 -2.18
H -2.122 -1.387 3.773 -0.97 1.44 0.36
H -3.430 -0.329 4.689 1.57 -0.12 -1.20
H -2.910 0.083 2.943 0.37 -0.84 1.46
H -0.354 -0.008 4.378 -1.29 1.27 -0.01
H -1.507 0.838 5.546 0.51 -0.23 -1.61
H -0.530 2.737 4.211 -1.15 -1.10 -0.98
H -2.261 2.494 3.519 1.50 -0.83 0.52
H -0.903 2.812 1.588 0.42 -1.83 0.47
H -1.114 0.927 1.596 0.85 1.27 0.85
H 1.293 1.537 3.335 -0.51 0.02 -1.78
H 1.468 2.705 1.907 -0.96 -1.64 0.66
H 0.970 -1.140 2.906 0.87 0.42 -1.94
H 2.710 0.645 -2.992 0.77 -1.25 1.08
H 4.352 0.290 -2.214 -1.45 -0.84 -0.48
H 3.330 -1.101 -3.030 0.19 1.37 1.07
H 2.474 2.334 -1.802 -0.75 -0.32 1.83
H 3.953 3.855 -0.660 -0.79 -1.28 0.90
H 4.347 2.264 0.207 -1.30 1.11 -0.13
H 3.218 3.576 1.003 0.51 -1.15 -1.46
H 1.436 -7.170 -3.482 0.31 1.54 1.57
H 0.357 -8.141 -1.274 0.73 1.69 0.25
H -0.613 -6.623 1.143 1.25 -0.09 0.29
C 4.138 5.566 6.055 0.25 0.09 0.39
O 3.511 5.085 4.866 -0.33 0.16 -0.29
C 2.586 5.917 4.357 0.05 -0.05 0.02
O 2.266 6.986 4.813 0.13 -0.47 -0.21
O 2.079 5.347 3.250 0.25 0.02 0.33
C 1.076 6.123 2.597 -0.35 0.19 -0.28
H 4.863 4.817 6.375 -0.17 -0.06 -0.26
H 4.669 6.500 5.860 -0.20 -0.02 0.05
H 3.403 5.698 6.852 0.06 0.14 -0.15
H 1.484 7.080 2.264 -0.08 -0.05 0.19
H 0.218 6.278 3.256 0.17 0.11 -0.01
H 0.741 5.567 1.720 0.22 -0.15 0.16
C -6.381 -0.074 -2.393 -0.48 -0.06 -0.06
O -4.958 -0.128 -2.480 0.36 0.24 0.27
C -4.321 0.681 -1.617 -0.03 -0.03 -0.06
O -4.843 1.414 -0.813 0.24 -0.31 -0.33
O -2.998 0.530 -1.807 -0.49 0.00 -0.03
C -2.187 1.335 -0.951 0.34 0.23 0.18
H -6.786 -0.764 -3.133 0.34 0.02 0.01
H -6.718 -0.390 -1.404 0.06 0.20 -0.05
H -6.743 0.931 -2.623 0.07 -0.07 0.19
H -2.357 1.075 0.094 -0.19 0.14 -0.21
H -2.380 2.396 -1.123 -0.09 -0.12 0.13
H -1.142 1.132 -1.192 -0.19 -0.15 -0.13
C -3.028 -3.492 -7.609 -0.19 -0.06 -0.35
O -2.158 -3.327 -6.491 -0.09 0.11 0.34
C -2.776 -2.924 -5.366 0.16 0.04 0.18
O -3.957 -2.705 -5.246 0.45 -0.13 -0.11
O -1.849 -2.809 -4.402 -0.22 -0.18 -0.52
C -2.367 -2.385 -3.140 -0.14 0.23 0.42
H -2.424 -3.818 -8.456 0.15 0.05 0.27
H -3.778 -4.260 -7.404 -0.02 0.20 0.04
H -3.506 -2.545 -7.868 -0.07 -0.14 0.13
H -3.090 -3.110 -2.757 -0.04 0.14 -0.13
H -2.818 -1.396 -3.222 -0.06 -0.26 -0.03
H -1.533 -2.327 -2.438 0.10 -0.09 -0.30